(1)
ORCA calculation (ωB97M-V with the def2-TZVPD basis set) on a structure of composition C18H37Br3O13S3.

Geometry as XYZ:
```
74
Properties=species:S:1:pos:R:3:forces:R:3:lowdin_charge:R:1
H 1.58879 4.15750 0.15244 0.00 0.23 -0.24 0.085
H 0.56395 -0.10158 0.86111 0.08 -0.28 -0.37 -0.054
O 6.90424 -5.34769 0.17897 0.19 -0.18 -0.61 0.029
H -7.18483 -0.17229 0.40597 0.44 -0.49 -0.09 0.117
H 3.77782 -5.41269 -0.44764 -0.12 0.24 -0.01 0.121
O 1.30077 -1.32655 -3.21968 0.53 0.04 -0.46 -0.252
C 2.56013 4.53282 0.47796 -0.05 -0.61 0.45 -0.170
S -1.38573 2.45722 0.21390 0.05 -0.26 -0.51 0.529
H 3.31889 2.49629 0.02190 -0.03 -0.03 -0.27 0.058
H 2.48769 4.66789 1.55750 0.06 0.07 -0.01 0.115
H 1.17882 -4.69701 0.60038 0.16 0.05 -0.25 0.065
H -8.29881 -1.58240 2.86830 0.13 -0.33 0.01 0.082
H -2.74973 1.11231 -1.09570 -0.10 -0.07 -0.18 0.058
H -1.45159 -1.52096 -4.04904 -0.02 -0.09 -0.12 0.078
C 4.57549 -5.06450 0.20334 -0.01 -0.18 -0.14 -0.082
H -0.42121 6.22177 0.80269 -0.11 0.00 0.10 0.083
S 0.19068 -1.69540 -2.42812 -0.40 -0.19 0.35 0.509
H -3.35638 2.81083 -1.01635 -0.23 -0.28 0.13 0.076
H -3.42709 -1.91351 1.93434 0.07 -0.15 -0.19 0.079
H -7.92252 -2.46698 1.33309 0.05 -0.11 0.21 0.081
H 4.50202 3.56041 0.75374 -0.16 -0.04 0.11 0.137
H 4.76217 -2.84447 0.28067 -0.08 -0.06 0.13 0.061
O -4.35026 0.51536 3.05840 0.13 0.30 0.42 -0.242
Br 1.85179 1.34537 2.31792 0.08 -0.14 0.12 0.643
O 5.69123 -7.20935 -0.09344 0.11 -0.20 -0.20 0.127
C 3.04087 5.78091 -0.22585 -0.06 0.26 0.08 -0.160
O 0.63298 -2.96369 -1.59847 -0.10 -0.22 0.15 -0.260
O 4.86754 3.53221 -2.03730 0.16 0.05 -0.02 0.129
C -3.41567 -1.09736 1.21742 0.12 0.34 0.06 -0.116
C 3.63802 3.52965 0.07719 0.58 0.37 0.27 -0.096
C 0.26307 -4.71886 0.01130 -0.25 -0.15 0.13 -0.057
C -0.15959 -3.33959 -0.44594 -0.25 0.01 0.67 -0.275
H 7.36998 -3.34776 -0.20290 0.19 -0.23 -0.11 0.126
H 3.78477 6.30003 0.38772 0.06 -0.04 -0.09 0.128
C -1.07068 -2.35779 -3.46848 0.12 -0.07 0.06 -0.113
O -0.40240 -0.74981 -1.53587 -0.36 0.25 0.35 -0.292
O -1.81913 1.78804 1.39211 -0.19 -0.12 0.24 -0.267
C -7.13731 -0.47356 1.45692 -0.87 0.92 -0.24 -0.295
H -0.40644 4.57016 -1.13110 -0.11 -0.06 -0.11 0.114
C -8.16957 -1.51061 1.79014 -0.34 0.11 -0.08 -0.071
Br 2.89641 -0.58280 0.03695 -0.03 -0.01 -0.31 0.699
C 5.21716 -3.73558 -0.13862 0.01 -0.02 -0.65 -0.162
C 6.64591 -3.95247 0.33303 -0.27 0.31 0.78 -0.160
C -1.31427 4.90049 -0.62464 0.07 -0.02 0.41 -0.250
C 4.16904 4.07261 -1.23591 -0.68 -0.35 -0.24 -0.477
C -2.49222 2.16303 -1.13689 0.13 0.42 0.20 -0.108
C 1.52744 -0.28777 1.31781 -0.09 0.68 0.67 -1.595
H -2.45879 -0.58459 1.21066 0.09 0.11 0.20 0.050
H -0.50564 -5.13377 0.66829 -0.03 0.14 0.00 0.084
H -0.01307 -2.61686 0.36193 0.18 -0.02 -0.29 0.046
H -2.06679 6.72107 0.28181 0.00 -0.16 0.26 0.082
H 4.22012 -5.10483 1.23609 0.09 -0.09 0.02 0.132
H -1.23703 -3.30861 -0.64674 0.18 -0.08 -0.48 0.113
H -7.36938 0.46998 1.96550 0.25 -0.22 0.35 0.125
H 2.26661 6.50575 -0.46817 -0.05 -0.11 -0.22 0.116
H -3.66458 -1.36973 0.19760 -0.12 -0.34 0.03 0.074
O -5.85396 -0.97721 1.83528 0.21 0.10 -0.12 -0.255
O -1.57923 3.99002 0.48178 -0.14 0.38 0.09 -0.245
O 3.66736 5.32436 -1.43461 0.16 0.20 0.12 0.024
H -9.13380 -1.20167 1.38014 0.05 0.06 -0.02 0.083
H -2.18252 4.86770 -1.28252 0.13 0.00 -0.18 0.117
H -0.69854 6.94005 -0.77445 -0.01 -0.09 -0.05 0.084
H -1.86354 -2.80158 -2.87165 -0.01 0.10 0.09 0.065
C -1.12645 6.26822 -0.02558 0.16 0.41 -0.32 -0.062
H -1.96230 2.43887 -2.04464 0.03 -0.24 -0.07 0.077
O -0.05884 2.22971 -0.26560 0.41 -0.01 -0.11 -0.311
H 0.35165 -5.41373 -0.82351 0.15 0.09 -0.04 0.086
H 5.21995 -3.64113 -1.22853 -0.02 0.18 0.04 0.126
H 6.72974 -3.75070 1.40501 0.08 0.22 -0.04 0.128
H -0.60672 -3.12115 -4.08672 -0.03 0.09 -0.17 0.078
Br 1.37718 -1.76649 2.54423 -0.05 -0.11 0.05 0.618
C 5.74005 -6.02596 0.04312 -0.17 -0.01 0.78 -0.492
S -4.63247 0.05647 1.74879 -0.30 -0.60 -0.48 0.566
O -4.93124 0.96395 0.68123 0.13 0.33 -0.06 -0.285
```
Positions in Å, forces in eV/Å.

The value obtained for the relative energy (zero: lowest compared OMol25 entry of this formula, charge and spin) is 0.0 kcal/mol. The calculation puts the highest occupied orbital energy at -0.36714 Eh. The net charge is 0. The calculated total energy comes out at -10602.75641 Ha.

---

(2)
ORCA calculation (ωB97M-V with the def2-TZVPD basis set) on a cluster of 2 separate species, C5H10N in total.

Geometry as XYZ:
```
16
Properties=species:S:1:pos:R:3:forces:R:3:lowdin_charge:R:1
H -3.23939 -1.71927 -1.66148 0.46 -0.49 0.45 0.018
H -0.86820 0.23972 2.34423 0.04 1.34 0.38 0.099
H -2.31792 -1.67061 -0.17812 -0.57 -0.43 -2.27 0.015
H 2.66407 2.32097 -2.00079 0.13 0.29 -0.47 0.114
C 2.57724 0.64158 -0.39805 -0.16 1.48 0.49 -0.068
H 0.11939 1.99889 0.33801 0.19 0.87 -0.88 0.110
C 1.46918 0.32288 0.47434 -3.74 -0.87 0.44 -0.087
H 3.30162 0.06718 0.12664 1.92 -0.43 -0.63 0.166
C 0.27526 0.97677 0.56679 0.05 -1.95 1.64 -0.028
N -2.32614 -1.85658 -1.22816 0.16 1.78 2.20 0.003
H -1.88865 -2.73366 -1.36924 -0.11 -0.91 -0.44 -0.015
H -1.14963 -0.69129 1.12110 0.74 0.02 -0.99 0.060
C -0.95163 0.37864 1.26762 1.11 -1.43 -0.21 -0.058
C 2.67945 1.58285 -1.23693 0.13 -0.85 0.50 0.453
H 1.49991 -0.68880 0.92824 0.27 0.76 -0.49 0.143
H -1.84457 0.83073 0.90579 -0.63 0.83 0.29 0.076
```
Positions in Å, forces in eV/Å.

The value obtained for the relative energy (zero: lowest compared OMol25 entry of this formula, charge and spin) is 129.5 kcal/mol. The calculation puts the highest occupied orbital energy at -0.45947 Eh. The net charge is +1. The calculated total energy comes out at -250.79898 Ha.